1.
The following is a quantum chemistry calculation of a gas-phase ion, C5H11FN4O (charge +2), from the Open Molecules 2025 dataset.

Largest force on an atom, eV/A: 3.677
Gap between HOMO and LUMO (alpha / beta), Eh: 0.291 / 0.291
LUMO level (alpha / beta), eV: -9.7735 / -9.7728
Total charge: +2

Geometry (Å):
C (0.953, 1.561, -0.227)
C (2.155, -0.551, 0.162)
C (-0.329, -1.281, -0.146)
C (-1.115, -0.114, 0.419)
C (-1.310, 0.112, 1.835)
N (2.034, 0.801, -0.216)
N (1.028, -1.372, 0.243)
N (0.939, 2.833, -0.413)
N (-0.471, -1.307, -1.684)
O (3.227, -1.004, 0.401)
F (-1.971, 0.417, -0.432)
H (-0.832, -2.203, 0.202)
H (-0.459, -0.202, 2.436)
H (-2.187, -0.467, 2.172)
H (-1.581, 1.148, 2.048)
H (2.966, 1.228, -0.300)
H (1.348, -2.292, 0.537)
H (0.076, 3.364, -0.402)
H (1.789, 3.384, -0.553)
H (-1.463, -1.278, -1.978)
H (-0.055, -2.179, -2.059)
H (0.015, -0.508, -2.128)

Cartesian forces (eV/Å) of the 6 atoms listed first:
-2.7 -2.3 0.7
0.1 0.4 -0.1
0.4 -0.1 -0.2
0.9 1.8 -1.3
-0.2 0.2 0.4
1.1 0.8 -0.2

Quick look at the Mulliken charges, all values in e:
1. C 0.143
2. C 0.319
3. C -0.427
4. C 0.736
5. C -1.101
6. N -0.090
7. N -0.152
8. N -0.278
9. N -0.307
10. O -0.467
11. F -0.224
12. H 0.482
13. H 0.355
14. H 0.420
15. H 0.385
16. H 0.301
17. H 0.265
18. H 0.264
19. H 0.231
20. H 0.380
21. H 0.397
22. H 0.371

=====

2.
The following is a quantum chemistry calculation of a molecular structure, C24H28ClN7O2STi, from the Open Molecules 2025 dataset.

Multiplicity: 2
Largest force on an atom, eV/A: 0.666
Gap between HOMO and LUMO (alpha / beta), Eh: 0.271 / 0.274
<S²>: 0.75
LUMO level (alpha / beta), eV: -3.5465 / -3.4699
Total charge: +1

Geometry (Å):
Ti (0.386, -0.257, 0.472)
N (1.426, 1.642, 1.368)
C (2.386, 2.140, 0.375)
C (1.682, 2.245, -0.963)
N (1.098, 0.949, -1.377)
C (1.910, 0.152, -2.314)
C (2.588, -1.002, -1.601)
N (1.557, -1.764, -0.879)
H (1.896, 1.434, 2.242)
H (0.696, 2.327, 1.544)
H (2.805, 3.112, 0.649)
H (3.214, 1.429, 0.328)
H (0.855, 2.954, -0.883)
H (2.363, 2.623, -1.730)
H (0.189, 1.167, -1.791)
H (1.249, -0.243, -3.091)
H (2.651, 0.774, -2.822)
H (3.134, -1.620, -2.318)
H (3.307, -0.638, -0.865)
H (0.972, -2.279, -1.532)
H (1.982, -2.440, -0.251)
N (1.967, -1.381, 4.558)
C (1.351, -1.300, 3.360)
S (2.377, -1.160, 1.958)
N (0.048, -1.416, 3.363)
N (-0.486, -1.370, 2.106)
C (-1.655, -1.879, 1.928)
C (-2.458, -2.547, 2.976)
C (-2.865, -1.845, 4.106)
C (-3.644, -2.471, 5.065)
C (-3.999, -3.804, 4.912)
C (-3.578, -4.513, 3.796)
C (-2.817, -3.883, 2.823)
C (-2.189, -1.826, 0.540)
C (-3.499, -2.167, 0.243)
C (-3.923, -2.097, -1.078)
C (-3.037, -1.692, -2.058)
C (-1.753, -1.340, -1.676)
N (-1.334, -1.401, -0.414)
H (2.964, -1.495, 4.593)
H (1.417, -1.664, 5.353)
H (-2.559, -0.815, 4.235)
H (-3.967, -1.921, 5.939)
H (-4.601, -4.292, 5.667)
H (-3.844, -5.555, 3.680)
H (-2.494, -4.437, 1.950)
H (-4.176, -2.470, 1.026)
H (-4.944, -2.354, -1.327)
H (-3.326, -1.621, -3.096)
H (-1.039, -0.972, -2.404)
Cl (-7.551, 1.701, 1.913)
C (-5.927, 1.669, 1.312)
C (-5.687, 2.016, -0.011)
C (-4.390, 1.975, -0.490)
C (-3.344, 1.596, 0.347)
C (-3.603, 1.264, 1.673)
C (-4.897, 1.296, 2.163)
C (-1.970, 1.469, -0.216)
O (-1.726, 1.655, -1.404)
O (-1.057, 1.092, 0.637)
H (-6.511, 2.309, -0.645)
H (-4.173, 2.230, -1.518)
H (-2.785, 0.976, 2.319)
H (-5.113, 1.038, 3.190)

Cartesian forces (eV/Å) of the 6 atoms listed first:
0.6 0.3 0.1
-0.2 -0.2 -0.1
0.0 0.1 0.0
0.0 0.0 0.0
-0.2 -0.1 0.1
0.0 0.1 0.0

Quick look at the Mulliken charges, all values in e:
1. Ti -0.264
2. N -0.371
3. C -0.625
4. C -0.823
5. N 0.080
6. C -0.698
7. C -0.542
8. N -0.328
9. H 0.312
10. H 0.280
11. H 0.463
12. H 0.282
13. H 0.376
14. H 0.434
15. H 0.223
16. H 0.358
17. H 0.369
18. H 0.478
19. H 0.205
20. H 0.289
21. H 0.282
22. N -0.423
23. C 0.506
24. S -0.501
25. N -1.319
26. N 1.221
27. C 0.530
28. C -0.378
29. C -0.026
30. C -0.936
31. C -0.422
32. C -0.905
33. C 0.115
34. C 0.565
35. C -0.713
36. C -0.805
37. C -1.050
38. C 0.011
39. N 0.403
40. H 0.233
41. H 0.247
42. H 0.556
43. H 0.426
44. H 0.421
45. H 0.417
46. H 0.506
47. H 0.606
48. H 0.477
49. H 0.473
50. H 0.243
51. Cl -0.201
52. C 0.400
53. C -0.784
54. C -0.403
55. C 0.215
56. C 0.073
57. C -0.829
58. C 0.345
59. O -0.753
60. O -0.142
61. H 0.442
62. H 0.476
63. H 0.440
64. H 0.461